Record 1
ORCA calculation (wB97M-V/def2-TZVPD) on a 7-piece molecular cluster, CH14O7 overall.

Calculated values
- SMILES: C=O.O.O.O.O.O.O
- HOMO level: -10.50 eV
- Kohn-Sham gap: 10.80 eV
- Energy: -15595.5899 eV

Bonds (Å) are listed after each position.
Element x y z (Å)
1 O 0.20 0.85 -0.37  C2 1.212
2 C -0.62 0.12 -0.88  O1 1.212, H3 1.097, H4 1.092
3 H -0.94 0.39 -1.89  C2 1.097
4 H -1.08 -0.69 -0.30  C2 1.092
5 H -2.46 -0.31 1.37  O7 0.961
6 H -2.43 -1.53 2.27  O7 0.963
7 O -2.49 -1.27 1.35  H5 0.961, H6 0.963
8 H 5.85 2.70 -2.69  O10 0.964
9 H 5.00 3.52 -1.76  O10 0.964
10 O 5.90 3.48 -2.12  H8 0.964, H9 0.964
11 H -3.22 -3.67 -0.75  O13 0.965
12 H -2.54 -2.30 -0.62  O13 0.965
13 O -3.11 -2.82 -1.20  H11 0.965, H12 0.965
14 H 5.33 1.03 2.59  O16 0.965
15 H 4.44 0.30 1.60  O16 0.963
16 O 4.80 0.23 2.49  H14 0.965, H15 0.963
17 H -3.66 -1.20 -1.67  O19 0.974
18 H -4.57 -0.12 -2.31  O19 0.963
19 O -3.65 -0.35 -2.16  H17 0.974, H18 0.963
20 H 0.43 0.58 2.78  O22 0.959
21 H -0.66 0.50 1.66  O22 0.961
22 O -0.51 0.58 2.61  H20 0.959, H21 0.961

Record 2
ORCA calculation (wB97M-V/def2-TZVPD) on a 2-piece molecular cluster, C3H8O4 overall.

Calculated values
- SMILES: CC(O)(O)O.C=O
- HOMO level: -10.09 eV
- Kohn-Sham gap: 10.79 eV
- Energy: -11430.1258 eV

Bonds (Å) are listed after each position.
Element x y z (Å)
1 C 0.12 -2.19 1.26  O3 1.199, H6 1.101, H7 1.100
2 O -0.81 0.02 0.58  H5 0.964, C9 1.426
3 O 1.19 -1.78 1.63  C1 1.199
4 H 1.73 -0.17 0.44  O11 0.972
5 H -0.73 0.55 1.38  O2 0.964
6 H -0.74 -2.28 1.94  C1 1.101
7 H -0.05 -2.54 0.23  C1 1.100
8 C -0.35 1.85 -0.95  C9 1.532, H13 1.086, H14 1.085, H15 1.085
9 C 0.12 0.51 -0.38  O2 1.426, C8 1.532, O10 1.391, O11 1.369
10 O 0.22 -0.48 -1.36  C9 1.391, H12 0.963
11 O 1.36 0.70 0.19  H4 0.972, C9 1.369
12 H -0.67 -0.68 -1.69  O10 0.963
13 H -1.38 1.76 -1.30  C8 1.086
14 H 0.30 2.12 -1.77  C8 1.085
15 H -0.30 2.61 -0.18  C8 1.085

Record 3
ORCA calculation (wB97M-V/def2-TZVPD) on a 7-piece molecular cluster, ClH12O6 overall.

Calculated values
- HOMO level: -6.49 eV
- Kohn-Sham gap: 9.99 eV
- Net charge: -1
- Energy: -25006.3370 eV

Bonds (Å) are listed after each position.
Element x y z (Å)
1 Cl -0.52 -0.12 0.14  no bonds
2 O -1.13 -0.21 3.45  H3 0.972, H4 0.961
3 H -0.96 -0.37 2.51  O2 0.972
4 H -0.38 0.32 3.73  O2 0.961
5 O -3.39 1.35 1.13  H6 0.961, H7 0.972
6 H -3.66 0.55 1.59  O5 0.961
7 H -2.48 1.15 0.86  O5 0.972
8 O -0.35 -1.01 -3.33  H9 0.970, H10 0.962
9 H -0.58 -0.85 -2.40  O8 0.970
10 H 0.28 -1.74 -3.29  O8 0.962
11 O 2.54 1.42 0.39  H12 0.965, H13 0.967
12 H 2.05 1.85 -0.32  O11 0.965
13 H 1.86 0.92 0.87  O11 0.967
14 O 0.83 1.57 -2.23  H15 0.978, H16 0.964
15 H 0.49 0.99 -1.52  O14 0.978
16 H 0.64 1.07 -3.04  O14 0.964
17 O 1.75 -2.53 0.20  H18 0.961, H19 0.975
18 H 2.05 -2.45 1.10  O17 0.961
19 H 0.98 -1.93 0.15  O17 0.975

Record 4
ORCA calculation (wB97M-V/def2-TZVPD) on a 2-piece molecular cluster, C6H7NS overall.

Calculated values
- HOMO level (spin up / spin down): -8.08 / -6.95 eV
- Kohn-Sham gap (spin up / spin down): 7.50 / 6.04 eV
- Energy: -18653.0815 eV

Bonds (Å) are listed after each position.
Element x y z (Å)
1 C 1.23 -2.94 1.35  N7 1.285, S8 1.844, H9 1.065
2 C 0.59 -0.87 1.91  C3 1.486, C4 1.352, N7 1.386
3 C 0.80 -0.66 0.45  C2 1.486, S8 1.647
4 C 0.15 0.11 2.73  C2 1.352, H10 1.120, H11 1.096
5 C -0.69 0.85 -0.68  C6 1.484, H12 1.173
6 C -0.65 0.44 -2.11  C5 1.484, H13 1.135, H14 1.082, H15 1.031
7 N 0.77 -2.19 2.29  C1 1.285, C2 1.386
8 S 1.33 -2.05 -0.26  C1 1.844, C3 1.647
9 H 1.66 -3.90 1.47  C1 1.065
10 H -0.14 -0.09 3.79  C4 1.120
11 H 0.11 1.14 2.36  C4 1.096
12 H -0.78 2.00 -0.48  C5 1.173
13 H -0.38 1.15 -2.95  C6 1.135
14 H -1.66 0.06 -2.16  C6 1.082
15 H -0.09 -0.40 -2.30  C6 1.031

The records above give, respectively, energy above the lowest of the compared OMol25 structures with the same formula, charge and spin values of 14.81; 26.37; 0.00; 176.82 kcal/mol.